Run w
Computed, not measured: 2 unconnected molecules or ions with the total composition C2H6NO2, with ωB97M-V/def2-TZVPD.

```
! RIJCOSX wB97M-V def2-TZVPD def2/J DEFGRID3
* xyz -1 1
O 1.879 -0.418 0.768
O -1.276 0.473 -0.675
H -0.626 0.468 0.056
H -1.902 -1.141 -1.767
H 0.978 -0.289 2.559
H 0.852 1.776 0.575
N 0.678 1.434 1.526
C 1.200 0.231 1.603
H -0.455 -1.427 -0.867
H -0.351 -0.439 -2.323
C -0.978 -0.669 -1.454
*
```


Run x
Computed, not measured: a gas-phase ion, C2H6NO2 (charge -1), with ωB97M-V/def2-TZVPD.

SMILES	CN(O)C[O-]

```
! RIJCOSX wB97M-V def2-TZVPD def2/J DEFGRID3
* xyz -1 1
C -1.228 -0.251 -0.272
H 1.333 -0.900 -0.411
N -0.083 -0.545 0.528
H -1.761 -1.163 -0.476
O 0.614 -1.583 -0.052
C 0.863 0.672 0.444
H 0.314 1.660 0.183
H 1.291 0.959 1.445
H -2.084 0.364 0.188
O 1.853 0.453 -0.437
H -1.112 0.334 -1.139
*
```


Run y
Computed, not measured: 2 unconnected molecules or ions with the total composition C2H6NO2, with ωB97M-V/def2-TZVPD.

```
! RIJCOSX wB97M-V def2-TZVPD def2/J DEFGRID3
* xyz -1 1
C 1.144 1.150 -1.180
H 0.304 -0.520 -0.879
H -2.321 -0.097 1.307
O 1.175 -0.278 -1.308
H 0.260 -1.233 1.079
H 0.680 1.500 -2.100
H 0.665 1.373 -0.233
N -0.589 -0.925 0.599
H 2.134 1.664 -1.189
C -1.582 -0.922 1.498
O -1.871 -1.712 2.406
*
```


Energy ordering: run w at the bottom, the next structure 0.308 eV above.


Run w
Computed, not measured: 2 unconnected molecules or ions with the total composition C2H6NO2, with ωB97M-V/def2-TZVPD.

```
! RIJCOSX wB97M-V def2-TZVPD def2/J DEFGRID3
* xyz -1 1
H 0.977 1.548 -1.043
N -0.185 -1.208 0.287
H 1.035 0.566 -2.539
C 0.446 1.283 -1.966
O 0.243 -0.638 2.500
O -0.731 0.615 -1.502
C 0.095 -0.372 1.288
H -0.073 0.682 0.992
H -0.432 -0.049 -0.787
H 0.131 2.215 -2.424
H 0.049 -2.125 0.665
*
```


Run x
Computed, not measured: 2 unconnected molecules or ions with the total composition C2H6NO2, with ωB97M-V/def2-TZVPD.

```
! RIJCOSX wB97M-V def2-TZVPD def2/J DEFGRID3
* xyz -1 1
C -0.848 -1.920 0.230
H 0.141 2.207 0.360
H -0.620 -2.618 -0.617
H -0.413 -0.748 1.695
N 0.023 -1.213 0.906
O 1.533 0.767 -0.223
H -0.334 1.061 -0.906
C 0.486 1.667 -0.517
O -2.063 -1.571 -0.002
H 1.307 0.036 0.400
H 0.789 2.331 -1.327
*
```


Energy ordering: run w at the bottom, the next structure 0.485 eV above.


Run w
Computed, not measured: 2 unconnected molecules or ions with the total composition C2H3O3S, with ωB97M-V/def2-TZVPD.

```
! RIJCOSX wB97M-V def2-TZVPD def2/J DEFGRID3
* xyz -1 1
O -0.345 -0.859 1.269
C -1.095 0.313 0.726
C 0.224 0.000 0.351
O 0.907 0.425 -2.258
O 1.669 -1.729 -1.272
H 1.320 1.526 1.178
H -1.528 1.049 1.462
S 0.615 -0.768 -1.397
H -1.767 0.044 -0.059
*
```


Run x
Computed, not measured: 2 unconnected molecules or ions with the total composition C2H3O3S, with ωB97M-V/def2-TZVPD.

```
! RIJCOSX wB97M-V def2-TZVPD def2/J DEFGRID3
* xyz -1 1
H -1.034 1.786 -0.549
S 0.905 -1.529 0.523
C -0.442 1.056 0.186
O 0.415 -1.041 1.836
C 0.183 -0.069 -0.547
O 0.216 -2.678 -0.012
H -0.488 0.862 1.311
O 0.919 0.959 -0.202
H -0.676 0.654 -2.546
*
```


Energy ordering: run w at the bottom, the next structure 0.769 eV above.


Run w
Computed, not measured: a gas-phase ion, C2H3O3S (charge -1), with ωB97M-V/def2-TZVPD.

```
! RIJCOSX wB97M-V def2-TZVPD def2/J DEFGRID3
* xyz -1 1
C -0.388 0.459 -0.638
H -1.393 0.554 -0.346
O 0.279 0.315 0.613
H 1.579 -0.559 1.889
C 1.212 -0.590 0.708
O -0.602 2.992 -0.459
S 0.108 2.085 -1.399
H -0.214 -0.315 -1.361
O -0.506 1.846 -2.751
*
```


Run x
Computed, not measured: a gas-phase ion, C2H3O3S (charge -1), with ωB97M-V/def2-TZVPD.

```
! RIJCOSX wB97M-V def2-TZVPD def2/J DEFGRID3
* xyz -1 1
S -0.395 0.532 0.678
C 0.785 0.085 -0.635
H 1.609 0.715 -0.922
O 0.369 1.202 1.772
O 0.895 -1.035 0.087
O -1.852 1.196 0.141
H 0.125 -0.099 -1.538
H -1.076 -1.326 -0.229
C -0.459 -1.269 0.647
*
```


Run y
Computed, not measured: 2 unconnected molecules or ions with the total composition C2H3O3S, with ωB97M-V/def2-TZVPD.

```
! RIJCOSX wB97M-V def2-TZVPD def2/J DEFGRID3
* xyz -1 1
O 2.598 0.256 -0.327
H 1.121 1.463 0.343
O -1.292 1.388 0.674
C 0.305 -0.055 -0.593
O -2.156 -0.279 -0.883
S -1.206 0.060 0.088
H 0.736 -2.463 -0.157
C 1.428 0.460 -0.146
H -1.533 -0.830 1.001
*
```


Energy ordering: run w at the bottom, the next structure 1.235 eV above.


Run w
Computed, not measured: 2 unconnected molecules or ions with the total composition C2ClF3O, with ωB97M-V/def2-TZVPD.

```
! RIJCOSX wB97M-V def2-TZVPD def2/J DEFGRID3
* xyz 0 1
Cl 2.584 0.816 -0.129
C 1.304 -0.225 -0.378
F 1.472 -1.455 0.005
O -0.716 0.096 1.331
C -0.946 0.218 0.189
F -1.679 -0.607 -0.485
F -1.079 1.371 -0.511
*
```


Run x
Computed, not measured: 2 unconnected molecules or ions with the total composition C2ClF3O, with ωB97M-V/def2-TZVPD.

```
! RIJCOSX wB97M-V def2-TZVPD def2/J DEFGRID3
* xyz 0 1
F -1.080 1.406 -0.471
F -2.089 -0.346 -0.605
C 1.255 -0.473 -0.360
C -1.275 0.272 0.208
F 1.705 -1.477 0.328
O -0.788 -0.184 1.152
Cl 2.271 0.803 -0.253
*
```


Energy ordering: run x at the bottom, the next structure 0.092 eV above.